Entry 1:
{"formula": "C3H5FO", "method": "ωB97M-V/def2-TZVPD", "charge": 0, "gap_ev": 11.66, "smiles": "C[C@]1(F)CO1", "species": ["C", "C", "C", "O", "F", "H", "H", "H", "H", "H"], "xyz": [[-1.242888, 1.132697, -0.525364], [-0.981054, -0.214168, 0.053239], [0.548246, -0.905994, 0.518377], [-1.482704, 0.749527, 0.846795], [-1.880075, -1.225097, -0.229823], [-0.280821, 1.775369, -0.499262], [-1.994652, 1.311423, -1.236866], [1.211658, -0.109136, 0.168423], [0.461262, -1.929136, 0.005774], [0.535382, -0.878857, 1.579423]], "forces_ev_per_a": [[4.4, -0.2, 1.4], [2.5, -1.6, 0.5], [-4.2, 1.1, -2.8], [-1.3, 0.5, 0.6], [0.3, 0.4, 0.0], [-1.9, -0.8, -0.8], [-1.2, 0.3, -0.4], [0.5, -0.9, -0.3], [1.0, 1.7, 0.9], [0.0, -0.5, 0.9]], "lowdin_charge": [-0.026, -0.503, 0.060, 0.015, 0.028, 0.139, 0.093, 0.056, 0.095, 0.042]}

***

Entry 2:
{"formula": "C3H5FO", "method": "ωB97M-V/def2-TZVPD", "charge": 0, "gap_ev": 9.26, "smiles": "CO/C=C/F", "species": ["C", "C", "C", "H", "H", "H", "H", "H", "O", "F"], "xyz": [[1.655433, -0.122366, 0.062821], [-0.743455, -0.261428, 0.012007], [-1.910585, 0.466626, -0.003451], [1.713926, -1.090628, -0.459626], [2.090933, 0.017010, 1.068797], [2.218684, 0.601604, -0.521402], [-0.495413, -1.303779, -0.120027], [-1.869709, 1.525928, -0.042239], [0.394924, 0.384509, -0.040269], [-3.054739, -0.217479, 0.043385]], "forces_ev_per_a": [[1.2, 0.3, -0.6], [-1.7, 0.4, -0.4], [3.2, -3.1, 0.2], [0.4, -0.1, 0.8], [-0.4, -1.0, -0.1], [0.5, -0.3, -0.3], [-1.4, -0.8, 0.3], [-0.6, 0.7, 0.1], [-0.3, 3.4, 0.1], [-0.9, 0.3, -0.1]], "lowdin_charge": [-0.104, -0.135, -0.117, 0.101, 0.101, 0.089, 0.123, 0.103, -0.160, -0.002]}